DFT (the ωB97M-V functional and the def2-TZVPD basis) results for the ion C4H8NO3 with charge -1 in a non-equilibrium geometry.

Bonds (Å) are listed after each position.
Element x y z (Å)
1 C 1.690 0.686 -0.163  C2 1.527, H9 1.032, H10 1.041, H11 1.204
2 C 0.439 1.057 0.631  C1 1.527, O3 1.338, O4 1.450, C5 1.557
3 O 0.146 2.343 0.852  C2 1.338
4 O 0.132 0.033 1.610  C2 1.450, C5 1.449
5 C -0.726 0.042 0.442  C2 1.557, O4 1.449, C6 1.543, N7 1.430
6 C -0.727 -1.281 -0.353  C5 1.543, H12 1.172, H13 1.000, H14 1.164
7 N -2.111 0.359 0.603  C5 1.430, O8 1.443, H15 0.978
8 O -2.322 1.773 0.800  N7 1.443, H16 1.112
9 H 1.635 -0.324 0.044  C1 1.032
10 H 1.707 0.940 -1.173  C1 1.041
11 H 2.680 1.080 0.398  C1 1.204
12 H -1.713 -1.873 -0.125  C6 1.172
13 H -0.632 -1.118 -1.334  C6 1.000
14 H 0.228 -1.915 -0.152  C6 1.164
15 H -2.412 -0.027 1.449  N7 0.978
16 H -1.337 2.270 0.944  O8 1.112

Properties
Kohn-Sham gap ... 7.84 eV
Calculated total energy ... -11907.7100 eV
HOMO energy ... -0.137 hartree
Energy relative to the best compared isomer or geometry (same formula, charge and spin) ... 5.584 eV
Total charge ... -1
E_LUMO ... 4.1023 eV